The following is a DFT calculation (ωB97M-V/def2-TZVPD) of a cluster of 10 separate species, C33H91N5O10 in total at a distorted geometry.

Bonds (Å) are listed after each position.
CARTESIAN COORDINATES (ANGSTROEM)
1 O 18.866 -19.339 -10.789  C28 1.397, C41 1.408
2 O 14.054 -20.156 -9.539  C18 1.442, H117 0.964
3 O 12.501 -15.917 -1.811  C22 1.418, C48 1.386
4 O 11.148 -15.865 -10.088  C29 1.411, H55 0.974
5 O 18.214 -14.399 -5.734  C21 1.388, C37 1.408
6 O 11.778 -13.348 -9.017  C34 1.421, H66 0.956
7 O 18.940 -14.812 -11.040  C43 1.401, H81 0.981
8 O 15.637 -19.283 -12.143  C23 1.435, C36 1.413
9 O 17.151 -10.823 -6.740  C26 1.375, C45 1.391
10 O 14.458 -15.399 -7.119  C44 1.444, H82 0.986
11 N 17.731 -15.192 -8.499  C16 1.490, H70 1.001, H104 1.026
12 N 14.449 -14.159 -3.140  C24 1.486, H64 1.037, H95 0.992
13 N 13.946 -12.290 -6.743  C32 1.415, H83 1.023, H133 1.055
14 N 19.291 -17.931 -13.123  C17 1.452, H63 1.004, H106 1.019
15 N 13.408 -17.629 -11.263  C27 1.457, H77 0.987, H137 1.011
16 C 18.346 -16.065 -7.460  N11 1.490, C21 1.497, C30 1.549, H135 1.045
17 C 20.392 -18.058 -12.184  N14 1.452, C28 1.567, C33 1.476, H96 1.111
18 C 14.408 -21.356 -8.821  O2 1.442, C25 1.536, C39 1.584, H113 1.110
19 C 9.941 -17.979 -9.954  C29 1.508, H90 1.093, H115 1.056, H134 1.100
20 C 9.008 -15.851 -9.136  C29 1.483, H92 1.100, H112 1.113, H128 1.057
21 C 17.891 -15.704 -6.081  O5 1.388, C16 1.497, H59 1.108, H130 1.090
22 C 12.150 -14.657 -2.359  O3 1.418, C24 1.537, H114 1.106, H127 1.128
23 C 15.470 -17.946 -12.638  O8 1.435, C27 1.514, H80 1.054, H94 1.082
24 C 13.347 -13.698 -2.255  N12 1.486, C22 1.537, C31 1.552, H67 1.113
25 C 14.030 -22.554 -9.705  C18 1.536, H84 1.075, H111 1.080, H138 1.093
26 C 18.351 -10.873 -6.071  O9 1.375, H109 1.112, H110 1.071, H124 1.145
27 C 14.725 -17.115 -11.615  N15 1.457, C23 1.514, C46 1.454, H53 1.129
28 C 19.795 -18.297 -10.755  O1 1.397, C17 1.567, H72 1.064, H119 1.059
29 C 9.882 -16.485 -10.153  O4 1.411, C19 1.508, C20 1.483, H116 1.124
30 C 19.892 -16.001 -7.537  C16 1.549, H62 1.091, H97 1.118, H129 1.092
31 C 12.965 -12.257 -2.683  C24 1.552, H50 1.117, H61 1.100, H122 1.085
32 C 14.804 -11.165 -6.775  N13 1.415, C35 1.540, C45 1.524, H139 1.038
33 C 21.289 -16.906 -12.400  C17 1.476, H54 1.078, H105 1.113, H107 1.131
34 C 11.619 -12.821 -10.327  O6 1.421, C47 1.477, H75 1.085, H76 1.091
35 C 14.157 -9.959 -6.072  C32 1.540, H87 1.078, H125 1.106, H136 1.068
36 C 16.135 -20.090 -13.190  O8 1.413, H74 1.066, H98 1.143, H99 1.090
37 C 17.620 -14.066 -4.501  O5 1.408, H52 1.052, H68 1.143, H108 1.076
38 C 13.599 -17.553 -6.583  C44 1.531, H65 1.129, H85 1.093, H132 1.067
39 C 13.616 -21.216 -7.457  C18 1.584, H79 1.115, H93 1.103, H118 1.085
40 C 19.608 -13.142 -12.562  C43 1.560, H78 1.112, H102 1.066, H121 1.093
41 C 18.244 -19.635 -9.560  O1 1.408, H51 1.076, H73 1.083, H131 1.101
42 C 17.178 -13.351 -11.637  C43 1.500, H86 1.067, H89 1.074, H126 1.124
43 C 18.650 -13.483 -11.380  O7 1.401, C40 1.560, C42 1.500, H103 1.087
44 C 13.399 -16.048 -6.383  O10 1.444, C38 1.531, H58 1.094, H100 1.089
45 C 16.138 -11.590 -6.173  O9 1.391, C32 1.524, H56 1.090, H120 1.114
46 C 15.537 -16.807 -10.448  C27 1.454, H60 1.095, H71 1.085, H123 1.123
47 C 12.922 -12.527 -10.956  C34 1.477, H69 1.061, H88 1.090, H101 1.128
48 C 11.623 -16.954 -2.081  O3 1.386, H49 1.092, H57 1.117, H91 1.085
49 H 12.017 -17.880 -1.657  C48 1.092
50 H 12.356 -11.794 -1.868  C31 1.117
51 H 17.588 -20.459 -9.777  C41 1.076
52 H 16.569 -14.121 -4.502  C37 1.052
53 H 14.457 -16.136 -12.111  C27 1.129
54 H 22.248 -16.918 -11.907  C33 1.078
55 H 11.883 -16.387 -10.454  O4 0.974
56 H 16.265 -12.628 -6.479  C45 1.090
57 H 10.669 -16.894 -1.503  C48 1.117
58 H 13.382 -15.767 -5.326  C44 1.094
59 H 18.350 -16.363 -5.317  C21 1.108
60 H 16.544 -16.515 -10.760  C46 1.095
61 H 12.398 -12.278 -3.624  C31 1.100
62 H 20.426 -16.333 -8.428  C30 1.091
63 H 18.637 -17.284 -12.719  N14 1.004
64 H 14.548 -15.184 -3.263  N12 1.037
65 H 12.880 -18.188 -5.988  C38 1.129
66 H 11.791 -14.302 -9.078  O6 0.956
67 H 13.871 -13.728 -1.273  C24 1.113
68 H 18.036 -14.772 -3.704  C37 1.143
69 H 12.820 -11.986 -11.863  C47 1.061
70 H 16.787 -15.519 -8.555  N11 1.001
71 H 15.028 -15.953 -10.015  C46 1.085
72 H 20.492 -18.517 -9.981  C28 1.064
73 H 17.755 -18.770 -9.128  C41 1.083
74 H 15.389 -20.532 -13.810  C36 1.066
75 H 11.012 -13.486 -10.932  C34 1.085
76 H 11.132 -11.863 -10.142  C34 1.091
77 H 12.734 -17.653 -11.985  N15 0.987
78 H 20.662 -13.235 -12.222  C40 1.112
79 H 13.858 -22.029 -6.735  C39 1.115
80 H 14.895 -18.034 -13.516  C23 1.054
81 H 18.387 -15.067 -10.271  O7 0.981
82 H 14.346 -14.425 -7.013  O10 0.986
83 H 13.329 -12.429 -7.547  N13 1.023
84 H 12.996 -22.523 -10.000  C25 1.075
85 H 14.620 -17.838 -6.313  C38 1.093
86 H 16.950 -12.378 -12.011  C42 1.067
87 H 13.400 -9.526 -6.707  C35 1.078
88 H 13.456 -11.863 -10.276  C47 1.090
89 H 16.801 -13.655 -10.679  C42 1.074
90 H 8.899 -18.300 -10.018  C19 1.093
91 H 11.597 -16.904 -3.165  C48 1.085
92 H 7.988 -16.241 -9.269  C20 1.100
93 H 13.819 -20.264 -6.936  C39 1.103
94 H 16.456 -17.558 -12.859  C23 1.082
95 H 14.337 -13.656 -3.988  N12 0.992
96 H 21.010 -18.946 -12.437  C17 1.111
97 H 20.302 -16.662 -6.734  C30 1.118
98 H 16.586 -21.023 -12.706  C36 1.143
99 H 16.925 -19.719 -13.843  C36 1.090
100 H 12.451 -15.641 -6.733  C44 1.089
101 H 13.604 -13.396 -11.185  C47 1.128
102 H 19.449 -12.169 -12.970  C40 1.066
103 H 18.930 -12.793 -10.589  C43 1.087
104 H 17.684 -14.257 -8.080  N11 1.026
105 H 20.770 -15.979 -12.068  C33 1.113
106 H 18.861 -18.798 -13.442  N14 1.019
107 H 21.278 -16.758 -13.522  C33 1.131
108 H 17.846 -13.059 -4.197  C37 1.076
109 H 19.061 -10.115 -6.465  C26 1.112
110 H 18.252 -10.656 -5.027  C26 1.071
111 H 14.575 -22.478 -10.634  C25 1.080
112 H 8.983 -14.740 -9.181  C20 1.113
113 H 15.507 -21.399 -8.670  C18 1.110
114 H 11.275 -14.224 -1.842  C22 1.106
115 H 10.336 -18.196 -9.000  C19 1.056
116 H 9.352 -16.272 -11.120  C29 1.124
117 H 14.611 -20.124 -10.326  O2 0.964
118 H 12.559 -21.174 -7.699  C39 1.085
119 H 19.373 -17.360 -10.498  C28 1.059
120 H 16.138 -11.495 -5.062  C45 1.114
121 H 19.465 -13.958 -13.275  C40 1.093
122 H 13.922 -11.772 -2.843  C31 1.085
123 H 15.507 -17.667 -9.727  C46 1.123
124 H 18.880 -11.875 -6.240  C26 1.145
125 H 14.974 -9.249 -5.846  C35 1.106
126 H 16.968 -14.079 -12.468  C42 1.124
127 H 11.869 -14.789 -3.444  C22 1.128
128 H 9.323 -16.251 -8.210  C20 1.057
129 H 20.185 -14.966 -7.352  C30 1.092
130 H 16.827 -15.923 -5.994  C21 1.090
131 H 19.012 -19.898 -8.816  C41 1.101
132 H 13.444 -17.855 -7.595  C38 1.067
133 H 13.392 -12.479 -5.865  N13 1.055
134 H 10.505 -18.510 -10.736  C19 1.100
135 H 18.007 -17.025 -7.693  C16 1.045
136 H 13.739 -10.251 -5.134  C35 1.068
137 H 13.476 -18.444 -10.669  N15 1.011
138 H 14.103 -23.604 -9.411  C25 1.093
139 H 15.023 -10.973 -7.772  C32 1.038

## Properties
Structure (SMILES): COC[C@H](C)N.COC[C@H](C)N.COC[C@H](C)N.COC[C@H](C)N.COC[C@H](C)N.CC(C)O.CC(C)O.CC(C)O.CCO.CCO
Frontier orbital gap, eV: 9.32

Here are the Löwdin charges for atoms 1 to 99, given in e:
1 O -0.19
2 O -0.09
3 O -0.21
4 O -0.07
5 O -0.18
6 O -0.10
7 O -0.11
8 O -0.19
9 O -0.16
10 O -0.12
11 N 0.08
12 N 0.03
13 N 0.04
14 N 0.05
15 N 0.08
16 C -0.37
17 C -0.43
18 C -0.43
19 C -0.05
20 C -0.06
21 C -0.25
22 C -0.21
23 C -0.17
24 C -0.41
25 C -0.06
26 C -0.14
27 C -0.45
28 C -0.20
29 C -0.53
30 C -0.04
31 C -0.06
32 C -0.43
33 C -0.08
34 C -0.33
35 C -0.03
36 C -0.12
37 C -0.11
38 C -0.08
39 C -0.03
40 C -0.04
41 C -0.09
42 C -0.05
43 C -0.53
44 C -0.29
45 C -0.22
46 C -0.06
47 C -0.09
48 C -0.12
49 H 0.09
50 H 0.09
51 H 0.08
52 H 0.04
53 H 0.16
54 H 0.07
55 H 0.06
56 H 0.11
57 H 0.10
58 H 0.08
59 H 0.13
60 H 0.08
61 H 0.07
62 H 0.06
63 H 0.05
64 H 0.09
65 H 0.09
66 H 0.04
67 H 0.14
68 H 0.12
69 H 0.06
70 H 0.04
71 H 0.08
72 H 0.11
73 H 0.06
74 H 0.07
75 H 0.10
76 H 0.12
77 H 0.07
78 H 0.08
79 H 0.09
80 H 0.11
81 H 0.02
82 H 0.04
83 H 0.07
84 H 0.07
85 H 0.07
86 H 0.07
87 H 0.07
88 H 0.07
89 H 0.06
90 H 0.09
91 H 0.08
92 H 0.09
93 H 0.05
94 H 0.11
95 H 0.02
96 H 0.14
97 H 0.09
98 H 0.11
99 H 0.08